A molecular structure, C46H61HfN8O2Te at a distorted geometry. Source: OMol25; level of theory: ωB97M-V/def2-TZVPD.

```
119
Properties=species:S:1:pos:R:3:forces:R:3
Hf -0.903 0.939 0.639 -1.2 -0.8 1.1
C -2.733 -2.083 0.282 -0.1 0.1 -0.1
N -1.475 -1.706 0.931 0.3 0.3 -0.1
C -1.309 -2.226 2.285 0.1 0.0 0.2
C -1.115 -1.102 3.245 0.1 0.0 0.0
N -1.080 0.159 2.883 0.2 0.2 0.1
C -0.826 0.882 4.062 0.0 -0.2 0.3
C -0.669 2.247 4.295 0.0 -0.1 0.0
C -0.474 2.658 5.599 0.0 0.0 -0.1
C -0.402 1.743 6.657 0.0 0.0 0.1
C -0.517 0.386 6.441 0.0 -0.1 0.0
C -0.729 -0.019 5.129 -0.1 0.4 -0.2
N -0.905 -1.272 4.563 -0.1 -0.1 0.1
C -3.529 -0.876 -0.085 0.0 0.0 0.1
N -3.074 0.351 -0.011 -0.4 0.0 -0.1
C -4.107 1.169 -0.497 -0.2 -0.1 -0.1
C -4.170 2.545 -0.709 0.0 0.0 0.0
C -5.350 3.061 -1.206 0.1 0.0 0.0
C -6.443 2.242 -1.512 -0.1 0.0 0.0
C -6.384 0.874 -1.341 -0.1 -0.1 0.0
C -5.200 0.359 -0.831 0.2 0.4 0.0
N -4.789 -0.936 -0.555 0.0 -0.1 0.0
H -2.529 -2.659 -0.625 0.0 0.0 0.0
H -3.337 -2.713 0.938 0.0 -0.1 0.0
H -0.712 -2.038 0.350 0.1 -0.1 -0.1
H -2.171 -2.821 2.597 0.0 0.0 0.0
H -0.443 -2.890 2.340 0.0 0.0 -0.1
H -0.674 2.948 3.478 0.0 0.1 0.0
H -0.358 3.711 5.819 0.0 0.0 0.0
H -0.252 2.112 7.662 0.0 0.0 0.0
H -0.446 -0.331 7.248 0.0 0.0 0.0
H -0.908 -2.145 5.064 0.0 -0.1 -0.1
H -3.315 3.173 -0.519 0.0 0.0 0.0
H -5.435 4.126 -1.378 0.0 0.0 0.0
H -7.346 2.690 -1.904 0.0 0.0 0.0
H -7.218 0.235 -1.598 0.0 0.0 0.0
H -5.330 -1.770 -0.708 0.0 0.0 0.0
N 3.293 1.212 -1.115 0.2 0.0 0.0
H 3.687 1.101 -0.188 0.0 0.0 0.0
H 2.696 2.030 -1.064 0.0 0.0 0.0
H 4.064 1.435 -1.738 0.0 0.0 0.0
C 2.642 4.331 3.075 0.0 0.0 0.0
C 2.996 2.866 2.776 0.0 0.0 0.1
C 4.285 2.827 1.942 -0.1 0.1 0.0
C 3.189 2.087 4.086 0.0 0.0 -0.1
C 1.891 2.250 2.024 0.1 -0.1 -0.1
C 0.978 1.724 1.409 0.5 0.2 0.1
H 3.447 4.794 3.646 0.0 0.0 0.0
H 1.721 4.401 3.658 0.0 0.0 0.0
H 2.523 4.896 2.149 -0.1 0.0 0.0
H 5.082 3.345 2.477 0.0 -0.1 0.0
H 4.136 3.336 0.989 0.0 0.0 0.0
H 4.604 1.802 1.753 0.0 0.0 0.0
H 3.974 2.549 4.686 0.0 0.0 0.0
H 3.472 1.054 3.878 0.0 0.0 0.0
H 2.267 2.074 4.665 -0.1 0.0 0.1
C -0.818 1.304 -3.261 -0.2 0.1 0.2
C -0.710 1.092 -1.778 0.3 -0.5 -0.4
O -1.060 2.104 -1.001 -0.2 1.1 -0.4
N -0.322 -0.006 -1.200 -0.2 0.2 0.2
Te 1.519 -1.064 -2.463 0.6 -1.1 -0.6
C 2.484 -2.158 -4.102 0.1 0.2 0.4
C 2.115 -1.983 -5.433 -0.3 0.2 0.0
C 0.890 -1.205 -5.846 0.2 -0.1 0.0
C 2.895 -2.549 -6.440 0.0 -0.1 0.0
C 4.030 -3.288 -6.152 -0.1 0.0 0.0
C 4.879 -3.884 -7.238 0.0 0.0 0.0
C 4.388 -3.440 -4.814 0.0 0.0 0.0
C 3.647 -2.883 -3.783 0.0 0.0 0.0
C 4.144 -3.049 -2.370 -0.1 0.0 -0.1
C 0.949 -2.857 -1.449 -0.1 0.1 0.1
C 1.460 -3.121 -0.173 0.1 0.2 0.0
C 2.421 -2.193 0.535 -0.1 -0.1 -0.1
C 1.079 -4.296 0.477 0.0 0.0 0.0
C 0.154 -5.171 -0.075 0.0 0.1 0.0
C -0.307 -6.396 0.661 0.0 0.0 -0.1
C -0.344 -4.879 -1.342 0.0 0.0 0.0
C 0.061 -3.760 -2.058 -0.1 0.1 0.0
C -0.464 -3.553 -3.453 0.1 0.0 0.1
H -1.484 2.140 -3.464 0.0 0.0 0.0
H -1.196 0.401 -3.738 0.0 0.0 0.0
H 0.168 1.537 -3.669 0.0 0.0 0.0
H 0.454 -0.672 -5.000 -0.1 0.0 -0.1
H 0.134 -1.872 -6.263 0.0 0.0 0.0
H 1.147 -0.482 -6.621 -0.1 0.1 0.0
H 2.601 -2.393 -7.472 0.0 0.0 0.0
H 4.392 -3.810 -8.208 0.0 0.0 0.0
H 5.093 -4.932 -7.028 0.0 0.0 0.0
H 5.836 -3.362 -7.297 0.0 0.0 0.0
H 5.290 -3.991 -4.569 0.0 0.0 0.0
H 5.127 -3.515 -2.365 0.0 0.0 0.0
H 3.469 -3.679 -1.789 0.0 0.0 0.0
H 4.226 -2.079 -1.872 0.1 0.0 0.1
H 2.800 -1.424 -0.136 0.1 0.1 0.1
H 3.266 -2.756 0.932 0.0 0.0 0.0
H 1.946 -1.677 1.377 0.0 0.0 0.0
H 1.539 -4.544 1.428 -0.1 0.1 0.1
H -0.037 -6.353 1.715 0.0 0.0 0.0
H 0.139 -7.296 0.233 0.0 0.0 0.0
H -1.388 -6.508 0.575 0.0 0.0 0.1
H -1.051 -5.564 -1.799 0.0 0.0 0.0
H -1.354 -4.153 -3.635 0.0 0.0 0.0
H 0.294 -3.843 -4.182 0.0 0.0 0.0
H -0.702 -2.501 -3.624 -0.1 0.0 -0.1
C -1.014 4.858 0.932 0.0 -0.1 -0.1
N -2.183 4.784 1.812 0.1 -0.1 -0.1
C -2.772 6.014 2.331 -0.1 0.1 0.2
C -2.690 3.593 2.099 -0.1 0.2 0.1
C -3.864 3.511 3.026 0.0 -0.1 0.0
O -2.197 2.543 1.623 0.6 -0.6 -0.4
H -0.647 5.879 0.910 0.0 0.0 0.0
H -1.271 4.548 -0.082 0.0 0.0 0.0
H -0.226 4.197 1.291 0.0 0.0 0.0
H -2.280 6.865 1.873 0.0 0.0 0.0
H -2.647 6.092 3.413 0.0 0.0 0.0
H -3.834 6.075 2.100 0.0 0.0 0.0
H -3.617 3.948 3.994 0.0 0.0 0.0
H -4.133 2.467 3.157 0.0 0.0 0.0
H -4.720 4.051 2.618 0.0 0.0 0.0
```
Forces are in eV/Å.

**Frontier orbital gap (alpha / beta)**: 0.3109 / 0.2326 Ha
**Relative energy (zero: lowest compared OMol25 entry of this formula, charge and spin)**: 0.0 kJ/mol
**Net charge**: +2
**⟨S²⟩**: 0.754
**2S+1**: 2
**HOMO level (alpha / beta)**: -12.43 / -12.54 eV